(i)
The molecule C5H9NO4. Source: the OMol25 dataset; level of theory: ωB97M-V/def2-TZVPD.

The value obtained for the HOMO-LUMO gap is 0.3894 Ha. Its molar mass is 147.13 Da. The value obtained for the LUMO energy is 0.014 hartree. The HOMO energy comes out at -10.21 eV.

Each line ends with the Löwdin charge.
Element x y z (Å)
C: -0.0478 -3.0423 -2.1709  -0.08
C: -0.6313 -3.0857 -0.7652  -0.23
N: 0.0826 -2.2584 0.1908  0.08
C: -0.2382 -0.9773 0.4263  -0.57
O: -1.2581 -0.4064 0.0965  0.12
O: 0.7849 -0.3504 1.0768  -0.02
C: 1.8707 0.1202 0.3079  -0.08
C: 2.8276 -1.0082 -0.0396  -0.49
O: 3.3234 -1.1256 -1.1320  0.12
O: 3.1977 -1.8281 0.9872  0.10
H: 0.9739 -3.4456 -2.1788  0.08
H: -0.6624 -3.6457 -2.8524  0.08
H: -0.0216 -2.0136 -2.5538  0.08
H: -1.6795 -2.7607 -0.7740  0.12
H: -0.6153 -4.1125 -0.3768  0.12
H: 0.8294 -2.6927 0.7790  0.17
H: 2.4208 0.8525 0.9127  0.15
H: 1.5193 0.5842 -0.6206  0.15
H: 2.8151 -1.5049 1.8178  0.12

***

(ii)
The molecule C5H9NO4. Source: the OMol25 dataset; level of theory: ωB97M-V/def2-TZVPD.

The value obtained for the HOMO-LUMO gap is 0.3779 Ha. Its molar mass is 147.13 Da. The value obtained for the LUMO energy is 0.005 hartree. The HOMO energy comes out at -10.13 eV.

Each line ends with the Löwdin charge.
Element x y z (Å)
N: 0.4216 1.2716 0.9864  0.01
C: 1.0376 -0.0581 0.4730  -0.25
C: -0.0042 -1.1310 0.1346  -0.11
C: -1.5018 -0.5876 0.3356  -0.07
C: -2.0975 0.2634 -0.7820  -0.53
O: -3.0006 -0.1181 -1.4590  0.11
O: -1.5756 1.5302 -0.8499  0.08
C: 1.8490 0.3190 -0.7727  -0.42
O: 1.9623 1.4207 -1.2656  0.13
O: 2.3376 -0.7931 -1.4585  0.10
H: 1.1420 2.0643 0.9307  0.14
H: 0.1254 1.0843 1.9526  0.10
H: 1.6484 -0.5578 1.2669  0.15
H: 0.1966 -2.0394 0.8221  0.15
H: 0.1120 -1.4736 -0.8358  0.08
H: -2.3001 -1.3351 0.5876  0.14
H: -1.3822 0.1302 1.1398  0.08
H: -0.9135 1.5699 -0.1256  0.04
H: 1.9431 -1.5599 -1.0803  0.07

***

Unit: eV. Relative energies: (i) 0.000; (ii) 0.552.

***

(i)
A cluster of 2 separate species, CH5S3 in total. Source: the OMol25 dataset; level of theory: ωB97M-V/def2-TZVPD.

The value obtained for the HOMO-LUMO gap is 0.2158 Ha. Its molar mass is 113.25 Da. The value obtained for the LUMO energy is 0.127 hartree. The HOMO energy comes out at -2.41 eV. Its charge is -1.

Each line ends with the Löwdin charge.
Element x y z (Å)
S: 2.0960 -1.3168 -0.0158  0.31
H: 2.4482 -2.0596 1.0404  -0.25
C: -0.9132 0.9590 -0.8103  -0.58
S: -1.7116 0.9232 0.8149  0.08
S: -0.4742 -0.2245 1.9861  -0.25
H: -0.9151 -0.0334 -1.2726  0.01
H: -1.4409 1.6765 -1.4398  0.00
H: 0.1375 1.2569 -0.7366  0.01
H: 0.7733 -1.1814 0.4337  -0.33

***

(ii)
A cluster of 2 separate species, CH5S3 in total. Source: the OMol25 dataset; level of theory: ωB97M-V/def2-TZVPD.

The value obtained for the HOMO-LUMO gap is 0.2361 Ha. Its molar mass is 113.25 Da. The value obtained for the LUMO energy is 0.134 hartree. The HOMO energy comes out at -2.78 eV. Its charge is -1.

Each line ends with the Löwdin charge.
Element x y z (Å)
S: 0.9735 2.9811 -0.2477  0.16
H: 2.0598 2.0472 -0.1801  -0.23
C: -0.1434 -1.7077 0.0140  -0.49
S: -1.1115 -0.3310 -0.8589  0.09
S: -1.6421 0.9224 0.7157  -0.20
H: -0.9179 -2.0686 0.7925  0.03
H: 0.7089 -1.2511 0.5156  0.00
H: 0.1189 -2.4345 -0.6832  -0.03
H: -0.0460 1.8422 -0.0680  -0.33

***

Unit: eV. Relative energies: (i) 0.000; (ii) 0.360.

***

(i)
A cluster of 2 separate species, C11H14N2O in total. Source: the OMol25 dataset; level of theory: ωB97M-V/def2-TZVPD.

The value obtained for the HOMO-LUMO gap (alpha / beta) is 0.1090 / 0.2434 Ha. The multiplicity is 2. Its molar mass is 190.25 Da. The value obtained for the LUMO energy (alpha / beta) is 0.126 / 0.123 hartree. The HOMO energy (alpha / beta) comes out at 0.45 / -3.29 eV. Its charge is -1.

Each line ends with the Löwdin charge.
Element x y z (Å)
C: 1.5625 0.5501 -3.6011  -0.11
C: -0.6739 -0.3889 -0.6236  -0.21
C: -0.3762 0.5493 -1.7576  -0.15
C: 0.8045 0.0422 -2.4422  -0.34
C: 1.1676 -1.0848 -1.7692  -0.17
C: -1.6365 -0.1063 0.3135  -0.16
C: -2.4386 1.0221 0.2152  -0.20
C: -2.3236 1.8064 -0.9628  -0.18
C: -1.2974 1.6053 -1.8940  -0.13
N: 0.2300 -1.4910 -0.7630  0.03
H: -1.9143 -0.7868 1.0873  0.06
H: -3.0822 1.4578 1.0307  0.08
H: 0.3248 -2.1351 0.0177  0.12
H: -3.0052 2.7236 -0.9932  0.09
H: 2.0243 -1.6359 -1.8282  0.03
H: -1.1251 2.3385 -2.6527  0.06
H: 0.9053 1.3518 -4.0170  0.06
H: 1.5093 -0.1557 -4.5052  0.08
H: 2.6514 0.9769 -3.2252  0.12
C: -0.2753 -1.0770 3.4987  -0.02
C: 1.2288 -0.8951 3.5397  -0.57
O: 1.8105 -0.9202 4.6050  0.01
N: 1.8532 -0.2645 2.4946  0.17
H: -0.8154 -2.0031 3.9065  0.11
H: -0.6170 -0.9966 2.4646  0.02
H: 2.7631 -0.1958 2.4363  0.02
H: 1.4763 -0.0765 1.5451  0.12
H: -0.7311 -0.2108 3.8800  0.06

***

(ii)
A cluster of 2 separate species, C11H14N2O in total. Source: the OMol25 dataset; level of theory: ωB97M-V/def2-TZVPD.

The value obtained for the HOMO-LUMO gap (alpha / beta) is 0.1164 / 0.2410 Ha. The multiplicity is 2. Its molar mass is 190.25 Da. The value obtained for the LUMO energy (alpha / beta) is 0.129 / 0.125 hartree. The HOMO energy (alpha / beta) comes out at 0.34 / -3.17 eV. Its charge is -1.

Each line ends with the Löwdin charge.
Element x y z (Å)
C: 1.5292 3.1676 -0.9118  -0.04
C: 1.2661 2.3664 0.3294  -0.59
O: 0.7503 2.9002 1.2943  0.01
N: 1.8836 1.1149 0.3795  0.15
H: 2.4551 3.0013 -1.4207  0.06
H: 1.2786 4.2093 -0.6934  0.08
H: 1.6293 0.3933 1.0884  0.11
H: 1.9623 0.7295 -0.5559  0.06
H: 0.6964 2.9255 -1.6135  0.08
C: -3.3157 -0.1956 0.7087  -0.06
C: -0.9092 -1.1046 0.2515  -0.19
C: -1.9932 -0.2254 -0.0556  -0.25
C: -0.0456 -1.0909 -0.8932  -0.26
C: -1.7472 0.2732 -1.2983  -0.16
C: -0.6061 -1.9345 1.3581  -0.11
C: 1.2550 -1.5962 -0.8113  -0.18
C: 0.6692 -2.5657 1.3483  -0.19
C: 1.6056 -2.3019 0.3574  -0.22
N: -0.6097 -0.2594 -1.8783  0.06
H: -1.1723 -2.0599 2.2753  0.06
H: -4.0997 -0.6053 0.0517  0.06
H: -3.6820 0.7427 1.1190  0.06
H: -2.2909 1.0466 -1.8363  0.09
H: -0.3064 -0.0396 -2.7978  0.12
H: 1.9350 -1.7974 -1.7357  0.09
H: 1.0743 -3.0358 2.2482  0.07
H: 2.6022 -2.7476 0.4370  0.07
H: -3.3700 -0.9661 1.4582  0.05

***

Unit: eV. Relative energies: (i) 1.382; (ii) 0.000.

***

(i)
The molecule C2H4O3S. Source: the OMol25 dataset; level of theory: ωB97M-V/def2-TZVPD.

The value obtained for the HOMO-LUMO gap is 0.3590 Ha. Its molar mass is 108.12 Da. The value obtained for the LUMO energy is 0.017 hartree. The HOMO energy comes out at -9.30 eV.

Each line ends with the Löwdin charge.
Element x y z (Å)
O: -2.0204 -0.6011 0.1464  0.08
C: -0.7276 -0.9327 -0.0651  -0.34
O: -0.2259 -0.9477 -1.3991  0.06
C: 0.2797 0.0009 -0.5490  -0.65
O: 0.1534 1.3067 -0.7707  0.06
S: 2.3152 -0.5085 0.0537  0.59
H: -2.2725 0.1588 -0.3969  0.12
H: -0.4233 -1.7767 0.5409  0.15
H: 0.5856 1.5514 -1.6050  0.13
H: 2.2236 0.2278 1.1528  -0.22

***

(ii)
A cluster of 2 separate species, C2H4O3S in total. Source: the OMol25 dataset; level of theory: ωB97M-V/def2-TZVPD.

The value obtained for the HOMO-LUMO gap (alpha / beta) is 0.3374 / 0.2204 Ha. Its molar mass is 108.12 Da. The value obtained for the LUMO energy (alpha / beta) is 0.010 / -0.052 hartree. The HOMO energy (alpha / beta) comes out at -8.91 / -7.41 eV.

Each line ends with the Löwdin charge.
Element x y z (Å)
C: -0.7546 -0.7024 -1.2635  -0.14
C: 0.0016 -0.8101 -0.0374  -0.28
O: -1.0899 -1.1640 -2.2790  0.17
O: 0.8960 -1.8969 -0.0023  -0.03
O: -0.0558 2.3432 0.1552  -0.62
S: -1.6884 1.9643 0.2570  0.56
H: 0.5990 0.1040 0.0889  0.11
H: -0.7238 -0.8198 0.7912  0.12
H: 0.4223 -2.7281 -0.1178  0.10
H: 0.0227 3.1548 -0.3562  0.01

***

Unit: eV. Relative energies: (i) 0.000; (ii) 1.757.

***

(i)
A cluster of 2 separate species, C7H9NO in total. Source: the OMol25 dataset; level of theory: ωB97M-V/def2-TZVPD.

The value obtained for the HOMO-LUMO gap is 0.2843 Ha. Its molar mass is 123.15 Da. The value obtained for the LUMO energy is -0.026 hartree. The HOMO energy comes out at -8.45 eV.

Each line ends with the Löwdin charge.
Element x y z (Å)
C: 1.2022 0.0423 0.1540  -0.48
C: 0.4890 1.3922 -0.4530  -0.01
C: -0.7444 1.5182 -0.0491  -0.18
C: -1.3728 0.6070 0.7880  -0.22
C: -0.7285 -1.3273 -0.0295  -0.26
C: 0.7204 -1.0960 -0.8451  -0.03
C: -0.0888 -0.4641 1.0431  -0.10
H: 3.0601 1.1628 -0.1539  0.33
H: 1.0297 2.1817 -0.9874  0.10
H: -1.2408 2.4300 -0.5165  0.14
H: -1.9252 0.8618 1.8549  0.18
H: -2.3765 -0.3707 -1.1546  0.17
H: -1.0379 -2.3065 0.3351  0.12
H: 0.7090 -0.9515 -1.8728  0.06
H: 1.2798 -2.0491 -0.4262  0.14
H: 0.4371 -1.1341 1.8383  0.16
N: -1.9453 -0.4589 -0.1293  -0.02
O: 2.5329 -0.0377 0.6040  -0.10

***

(ii)
A structure of composition C7H9NO. Source: the OMol25 dataset; level of theory: ωB97M-V/def2-TZVPD.

The value obtained for the HOMO-LUMO gap is 0.3237 Ha. Its molar mass is 123.15 Da. The value obtained for the LUMO energy is 0.014 hartree. The HOMO energy comes out at -8.44 eV.

Each line ends with the Löwdin charge.
Element x y z (Å)
C: 0.5086 1.8638 -0.1735  -0.08
C: -0.2160 0.4909 -0.0396  -0.59
C: -0.8033 0.0788 1.3451  -0.02
C: -0.3454 -1.3684 0.6026  -0.17
C: -1.3249 -1.1821 -0.8125  0.03
C: -1.3136 0.1657 -1.1002  -0.03
C: 2.0474 -1.0252 -0.2558  -0.19
H: -0.5650 2.6898 -1.0887  0.16
H: 2.0891 1.7101 -0.8968  0.22
H: 0.6697 2.6187 1.1983  0.17
H: -1.9210 0.4484 1.6373  0.15
H: -0.4471 0.2264 2.3508  0.07
H: -0.4947 -2.2733 1.1319  0.12
H: -1.8542 -2.0223 -1.2360  0.08
H: -1.9384 0.6500 -1.7912  0.08
H: 2.3158 -2.1692 -0.6500  0.18
N: 0.6178 -0.7336 -0.0770  -0.09
O: 2.9751 -0.1685 -0.1448  -0.08

***

Unit: eV. Relative energies: (i) 0.000; (ii) 4.241.

***

(i)
A cluster of 2 separate species, C3H8NO3 in total. Source: the OMol25 dataset; level of theory: ωB97M-V/def2-TZVPD.

The value obtained for the HOMO-LUMO gap is 0.4220 Ha. Its molar mass is 106.10 Da. The value obtained for the LUMO energy is -0.135 hartree. The HOMO energy comes out at -15.15 eV. Its charge is +1.

Each line ends with the Löwdin charge.
Element x y z (Å)
C: -1.2611 1.7722 0.3141  -0.32
C: -0.2337 -1.6838 0.4042  0.06
C: 0.6767 -0.5833 -0.2513  -0.46
N: 0.9220 -0.5528 -1.5633  0.21
O: -0.7293 2.2422 1.3690  0.12
O: 1.3375 0.1058 0.6324  0.12
O: -0.9522 0.6782 -0.2027  -0.05
H: -2.2919 2.2791 0.0214  0.20
H: -0.5535 -2.2814 -0.5317  0.12
H: 0.4121 -2.1565 1.1389  0.10
H: -1.1202 -1.1526 0.9090  0.12
H: 0.1141 1.7332 1.8183  0.23
H: 0.0597 -0.9798 -2.0201  0.17
H: 1.6527 -0.1302 -2.1787  0.18
H: 1.9669 0.7097 0.1404  0.19

***

(ii)
A cluster of 2 separate species, C3H8NO3 in total. Source: the OMol25 dataset; level of theory: ωB97M-V/def2-TZVPD.

The value obtained for the HOMO-LUMO gap is 0.3708 Ha. Its molar mass is 106.10 Da. The value obtained for the LUMO energy is -0.143 hartree. The HOMO energy comes out at -13.98 eV. Its charge is +1.

Each line ends with the Löwdin charge.
Element x y z (Å)
C: -2.0061 0.6780 0.4973  -0.06
C: -1.0626 -0.3916 0.9396  0.00
C: 0.8971 -0.1014 0.1660  -0.46
N: 1.0189 -0.9796 -1.0527  0.27
O: -1.8879 -0.5758 -0.1527  -0.02
O: 1.8354 -0.6129 0.9777  0.07
O: 1.0292 1.2546 -0.1466  0.07
H: -2.8653 0.7773 1.0667  0.10
H: -1.6137 1.6134 0.0866  0.13
H: -0.9470 -0.9567 1.7607  0.09
H: 1.5417 -0.4167 -1.7343  0.17
H: 0.0990 -1.3028 -1.3982  0.17
H: 1.5952 -1.8045 -0.7027  0.21
H: 2.5300 0.0171 1.1830  0.14
H: 1.7746 1.3384 -0.7545  0.11

***

Unit: eV. Relative energies: (i) 0.000; (ii) 2.581.